C45H121N5O18 | wB97M-V/def2-TZVPD

Its relative energy (zero: lowest compared OMol25 entry of this formula, charge and spin) is 0.0 kJ/mol. The calculation puts the LUMO energy at -0.01353 Ha. The gap between HOMO and LUMO comes out at 7.464 eV.

ORCA input file:
```
! RIJCOSX wB97M-V def2-TZVPD def2/J DEFGRID3
* xyz 0 1
C 4.97 3.26 -7.16
C 4.92 2.77 -5.70
C 4.03 3.78 -4.95
C 3.52 3.18 -3.65
C 2.69 1.94 -3.92
C 3.50 0.86 -4.65
N 4.25 1.48 -5.72
O 4.97 0.51 -6.47
C 4.31 0.11 -3.56
C 2.54 -0.16 -5.24
C 6.35 2.79 -5.14
H 5.42 4.26 -7.17
H 3.97 3.34 -7.56
H 5.51 2.57 -7.80
H 4.60 4.69 -4.73
H 3.18 4.06 -5.57
H 2.97 3.91 -3.05
H 4.39 2.90 -3.04
H 1.82 2.21 -4.53
H 2.26 1.54 -3.00
H 4.95 0.72 -2.92
H 3.53 -0.39 -2.99
H 4.87 -0.75 -3.96
H 1.77 -0.43 -4.51
H 2.02 0.26 -6.11
H 3.07 -1.03 -5.61
H 6.48 2.35 -4.16
H 6.72 3.81 -5.08
H 6.98 2.23 -5.84
H 5.76 0.33 -5.94
C 3.46 -0.50 0.29
C 4.89 -0.14 0.68
C 5.76 -1.36 0.34
C 7.25 -1.09 0.41
C 7.61 0.16 -0.37
C 6.79 1.39 -0.03
N 5.36 1.05 -0.02
O 4.58 2.16 0.38
C 7.25 2.04 1.30
C 7.06 2.41 -1.14
C 4.90 0.02 2.21
H 2.78 0.33 0.52
H 3.06 -1.35 0.84
H 3.36 -0.64 -0.79
H 5.50 -2.11 1.10
H 5.48 -1.85 -0.60
H 7.81 -1.95 0.05
H 7.57 -0.99 1.45
H 7.48 -0.02 -1.44
H 8.67 0.34 -0.17
H 7.55 1.27 2.01
H 8.13 2.66 1.16
H 6.47 2.65 1.75
H 8.14 2.42 -1.30
H 6.68 2.08 -2.11
H 6.87 3.46 -0.93
H 4.51 0.99 2.53
H 5.91 0.05 2.62
H 4.33 -0.75 2.73
H 4.28 2.59 -0.43
C -3.68 -2.42 -2.12
C -2.33 -2.80 -1.50
C -1.18 -2.68 -2.50
C -0.62 -1.28 -2.70
C -0.27 -0.62 -1.38
C -1.42 -0.66 -0.37
N -2.02 -1.99 -0.30
O -3.08 -2.08 0.64
C -0.80 -0.42 1.02
C -2.42 0.49 -0.63
C -2.34 -4.26 -1.06
H -4.35 -3.26 -1.92
H -3.67 -2.43 -3.22
H -4.11 -1.45 -1.89
H -0.37 -3.39 -2.31
H -1.58 -3.01 -3.46
H -1.36 -0.65 -3.21
H 0.26 -1.33 -3.34
H -0.04 0.44 -1.52
H 0.56 -1.12 -0.88
H -0.19 -1.29 1.29
H -0.19 0.48 1.05
H -1.60 -0.38 1.76
H -1.90 1.44 -0.60
H -2.90 0.30 -1.58
H -3.21 0.54 0.13
H -2.46 -4.88 -1.96
H -3.24 -4.50 -0.50
H -1.44 -4.58 -0.55
H -3.86 -1.62 0.25
C -1.72 6.23 2.58
C -1.09 4.85 2.32
C -0.88 4.76 0.81
C -0.07 3.55 0.38
C 1.26 3.54 1.12
C 1.15 3.71 2.64
N 0.19 4.75 2.97
O 0.11 4.92 4.38
C 0.82 2.33 3.24
C 2.54 4.09 3.15
C -2.14 3.80 2.80
H -1.66 6.54 3.62
H -2.72 6.28 2.17
H -1.13 6.99 2.05
H -1.85 4.76 0.31
H -0.33 5.67 0.52
H 0.08 3.61 -0.70
H -0.63 2.64 0.63
H 1.88 4.35 0.72
H 1.80 2.61 0.94
H 1.51 1.54 2.95
H 0.78 2.33 4.34
H -0.19 1.99 2.99
H 3.29 3.38 2.78
H 2.78 5.09 2.78
H 2.61 4.11 4.23
H -2.18 2.90 2.18
H -3.15 4.20 2.72
H -1.85 3.48 3.80
H 0.32 5.86 4.48
C -3.90 0.60 3.91
C -3.28 0.08 5.20
C -4.12 0.69 6.33
C -4.05 -0.04 7.66
C -4.46 -1.49 7.45
C -3.57 -2.20 6.43
N -3.47 -1.36 5.23
O -2.80 -1.98 4.15
C -2.19 -2.53 7.02
C -4.29 -3.48 5.99
C -1.84 0.56 5.34
H -3.29 0.37 3.03
H -3.92 1.70 3.92
H -4.94 0.30 3.77
H -3.84 1.74 6.45
H -5.17 0.78 6.00
H -4.64 0.52 8.39
H -3.01 -0.04 7.99
H -5.49 -1.53 7.11
H -4.40 -2.01 8.41
H -1.60 -3.03 6.24
H -1.69 -1.65 7.41
H -2.31 -3.28 7.82
H -4.16 -4.28 6.72
H -5.33 -3.23 5.80
H -3.88 -3.80 5.03
H -1.80 1.65 5.30
H -1.19 0.20 4.55
H -1.44 0.21 6.29
H -3.53 -2.07 3.53
O -3.77 -5.59 2.31
H -4.22 -4.74 2.44
H -2.84 -5.34 2.30
O -6.99 -2.48 -2.85
H -6.96 -2.77 -1.93
H -6.25 -1.87 -2.91
O -6.48 -3.83 -0.33
H -6.57 -4.79 -0.25
H -5.80 -3.59 0.31
O -5.00 -2.91 -5.89
H -5.29 -2.03 -5.63
H -4.41 -2.77 -6.63
O -1.31 -4.02 2.02
H -0.45 -3.60 2.01
H -1.85 -3.50 1.41
O -5.52 -0.57 0.30
H -6.33 -0.46 0.81
H -5.68 -0.09 -0.53
O -3.01 -4.68 -4.92
H -3.16 -5.38 -4.26
H -3.90 -4.38 -5.16
O -3.11 -7.28 -3.34
H -2.81 -7.78 -4.11
H -2.67 -7.69 -2.59
O -2.80 1.78 -3.85
H -3.57 2.29 -4.10
H -2.66 1.18 -4.59
O -5.26 -3.11 2.48
H -5.35 -2.22 2.13
H -6.06 -3.26 2.99
O -0.28 -3.18 -6.02
H 0.03 -2.36 -6.42
H -0.29 -3.01 -5.07
O -0.03 -5.80 -4.02
H 0.93 -5.77 -3.92
H -0.33 -6.37 -3.31
O -5.38 0.53 -2.33
H -6.00 1.27 -2.37
H -4.51 0.91 -2.51
*
```